A 9-piece molecular cluster, C46H96F2N13O6S2 overall at a distorted geometry, computed with the ωB97M-V functional and the def2-TZVPD basis.

Each line ends with the Löwdin charge.
Atoms and positions in Å:
C (-3.72, -6.94, 12.50)  -0.062
C (-2.66, -6.05, 11.86)  -0.158
N (-2.97, -4.66, 11.40)  -0.038
C (-2.44, -4.07, 10.30)  -0.032
C (-3.11, -2.90, 10.10)  -0.008
N (-4.07, -2.79, 11.11)  -0.073
C (-3.93, -3.88, 12.00)  0.107
C (-5.14, -1.82, 11.09)  0.017
H (-3.24, -7.83, 12.91)  0.091
H (-4.46, -7.27, 11.77)  0.076
H (-4.30, -6.56, 13.34)  0.093
H (-1.89, -6.50, 11.23)  0.100
H (-2.07, -5.96, 12.77)  0.125
H (-1.63, -4.54, 9.77)  0.113
H (-2.91, -2.11, 9.40)  0.136
H (-4.53, -4.18, 12.84)  0.170
H (-5.62, -1.70, 10.12)  0.112
H (-4.80, -0.82, 11.36)  0.110
H (-5.83, -2.09, 11.89)  0.112
C (-2.10, -4.41, 4.34)  -0.022
C (-1.11, -3.53, 5.11)  -0.191
N (-1.14, -2.22, 4.54)  -0.082
C (-0.24, -1.64, 3.69)  0.006
C (-0.71, -0.33, 3.49)  0.019
N (-1.90, -0.09, 4.18)  -0.066
C (-2.16, -1.34, 4.74)  0.044
C (-2.66, 1.06, 4.20)  -0.017
H (-2.08, -5.44, 4.70)  0.076
H (-1.73, -4.54, 3.32)  0.083
H (-3.11, -3.98, 4.33)  0.090
H (-0.06, -3.80, 5.19)  0.098
H (-1.40, -3.41, 6.16)  0.125
H (0.58, -2.16, 3.22)  0.128
H (-0.29, 0.49, 2.93)  0.144
H (-2.99, -1.64, 5.36)  0.169
H (-3.71, 0.77, 4.21)  0.120
H (-2.55, 1.84, 3.46)  0.132
H (-2.71, 1.57, 5.16)  0.116
C (2.98, -5.18, 10.95)  -0.068
C (3.63, -5.80, 12.18)  -0.190
N (3.54, -7.21, 12.03)  -0.041
C (4.34, -8.06, 12.81)  0.070
C (3.96, -9.32, 12.39)  -0.015
N (3.07, -9.26, 11.35)  -0.104
C (2.79, -7.96, 11.10)  0.032
C (2.56, -10.39, 10.52)  0.065
H (1.94, -5.48, 11.01)  0.070
H (3.46, -5.52, 10.04)  0.074
H (3.01, -4.11, 11.17)  0.094
H (3.21, -5.40, 13.11)  0.147
H (4.67, -5.47, 12.21)  0.143
H (5.05, -7.63, 13.50)  0.157
H (4.30, -10.31, 12.66)  0.144
H (2.20, -7.68, 10.24)  0.114
H (3.45, -10.98, 10.29)  0.075
H (2.13, -9.97, 9.62)  0.073
H (1.86, -10.79, 11.26)  0.121
C (4.96, -12.32, 4.21)  -0.041
C (4.91, -11.10, 5.10)  -0.199
N (5.14, -11.54, 6.42)  -0.053
C (4.49, -12.55, 7.13)  0.014
C (4.90, -12.45, 8.40)  -0.046
N (5.85, -11.45, 8.53)  -0.028
C (5.94, -10.87, 7.29)  0.016
C (6.33, -10.94, 9.93)  0.076
H (4.69, -12.01, 3.20)  0.094
H (4.37, -13.18, 4.53)  0.085
H (5.99, -12.69, 4.19)  0.101
H (3.92, -10.67, 4.92)  0.116
H (5.59, -10.26, 4.93)  0.137
H (3.77, -13.20, 6.65)  0.146
H (4.55, -13.03, 9.24)  0.142
H (6.41, -9.93, 7.06)  0.164
H (5.82, -11.61, 10.62)  0.086
H (5.93, -9.94, 10.05)  0.079
H (7.42, -11.00, 10.02)  0.110
C (-2.84, -9.09, 9.89)  0.041
C (-2.06, -8.16, 8.96)  -0.305
O (-2.28, -6.96, 8.82)  0.113
N (-0.87, -8.84, 8.22)  0.097
H (0.05, -8.46, 8.42)  0.074
H (-0.75, -9.80, 8.51)  0.151
C (-1.05, -8.91, 6.64)  0.094
H (-3.86, -8.71, 9.93)  0.109
H (-2.38, -9.18, 10.87)  0.103
H (-2.78, -10.12, 9.52)  0.100
H (-0.03, -8.93, 6.25)  0.069
H (-1.35, -7.90, 6.39)  0.091
H (-1.67, -9.78, 6.43)  0.121
C (6.23, -5.67, 6.71)  -0.053
C (6.05, -4.22, 6.15)  -0.538
O (4.91, -3.72, 6.34)  -0.120
N (7.10, -3.69, 5.22)  0.047
H (7.69, -3.16, 5.85)  0.164
H (7.68, -4.40, 4.79)  0.164
C (6.52, -2.82, 4.12)  0.020
H (5.72, -6.48, 6.18)  0.037
H (5.87, -5.81, 7.74)  0.056
H (7.30, -5.81, 6.79)  0.062
H (6.20, -3.48, 3.31)  0.081
H (7.47, -2.36, 3.86)  0.107
H (5.78, -2.10, 4.46)  0.061
C (4.09, 4.27, 7.27)  -0.084
C (4.58, 2.90, 6.89)  -0.227
C (3.30, 1.88, 6.83)  -0.058
N (3.71, 0.37, 6.81)  -0.217
C (4.96, 0.13, 5.89)  0.035
C (2.44, -0.36, 6.23)  -0.086
C (2.13, -1.38, 7.32)  -0.186
C (2.69, -0.90, 8.61)  -0.138
C (3.99, -0.12, 8.24)  -0.041
H (5.02, 4.84, 7.18)  0.096
H (3.88, 4.20, 8.34)  0.088
H (3.26, 4.66, 6.69)  0.092
H (5.38, 2.57, 7.55)  0.109
H (5.15, 2.86, 5.96)  0.104
H (2.86, 1.97, 5.84)  0.116
H (2.53, 1.91, 7.60)  0.135
H (5.73, 0.84, 6.17)  0.095
H (4.68, 0.31, 4.85)  0.109
H (5.30, -0.89, 6.03)  0.068
H (2.70, -0.85, 5.29)  0.112
H (1.65, 0.28, 5.86)  0.113
H (2.52, -2.36, 7.04)  0.101
H (1.06, -1.49, 7.50)  0.112
H (2.87, -1.79, 9.21)  0.117
H (1.96, -0.26, 9.11)  0.122
H (4.86, -0.76, 8.16)  0.130
H (4.12, 0.76, 8.88)  0.136
C (5.94, -4.47, -1.53)  -0.094
C (5.29, -5.56, -0.64)  -0.177
C (3.77, -5.10, -0.28)  -0.067
N (3.25, -5.67, 1.05)  -0.251
C (3.45, -7.19, 1.05)  0.068
C (1.80, -5.20, 1.31)  -0.070
C (1.64, -5.42, 2.82)  -0.139
C (3.07, -5.27, 3.41)  -0.151
C (3.94, -4.95, 2.20)  -0.127
H (6.95, -4.72, -1.86)  0.089
H (5.92, -3.47, -1.10)  0.074
H (5.41, -4.25, -2.45)  0.083
H (5.98, -5.60, 0.21)  0.093
H (5.32, -6.56, -1.07)  0.106
H (3.07, -5.63, -0.92)  0.132
H (3.57, -4.03, -0.31)  0.131
H (2.54, -7.48, 0.52)  0.118
H (3.55, -7.52, 2.08)  0.101
H (4.30, -7.67, 0.57)  0.110
H (1.16, -5.88, 0.75)  0.135
H (1.50, -4.18, 1.08)  0.139
H (1.51, -6.46, 3.10)  0.109
H (0.91, -4.87, 3.41)  0.083
H (3.42, -6.14, 3.97)  0.092
H (3.16, -4.34, 3.98)  0.107
H (4.92, -5.41, 2.31)  0.127
H (3.98, -3.87, 2.08)  0.137
N (1.53, -7.46, 7.88)  -0.312
S (1.52, -6.10, 7.37)  0.444
O (0.81, -5.85, 6.07)  -0.301
O (2.54, -5.12, 7.75)  -0.257
F (0.40, -5.59, 8.42)  -0.220
S (2.79, -8.09, 6.96)  0.612
O (4.13, -8.29, 7.55)  -0.266
O (2.77, -7.89, 5.54)  -0.252
F (2.18, -9.63, 6.94)  -0.229

Output
LUMO energy (spin up / spin down)	-12.05 / -12.05	eV
HOMO (spin up / spin down)	-15.42 / -19.30	eV
electronic energy	-107951.977	eV
multiplicity	2
⟨S²⟩	0.754
total charge	+6


A 6-piece molecular cluster, C46H96F6N4O6S2 overall at a distorted geometry, computed with the ωB97M-V functional and the def2-TZVPD basis.

Each line ends with the Löwdin charge.
Atoms and positions in Å:
C (2.92, -3.88, -3.81)  -0.101
C (2.48, -2.73, -2.92)  -0.246
C (3.39, -1.49, -3.14)  -0.177
C (3.46, -0.58, -1.90)  -0.087
N (4.35, 0.62, -2.12)  -0.188
C (4.24, 1.64, -1.00)  -0.089
C (4.21, 3.08, -1.55)  -0.115
C (4.05, 2.89, -3.06)  -0.140
C (3.81, 1.42, -3.30)  -0.099
C (5.80, 0.32, -2.43)  -0.123
C (6.64, -0.26, -1.30)  -0.224
C (8.10, -0.39, -1.74)  -0.074
H (3.85, -4.41, -3.60)  0.082
H (2.94, -3.51, -4.84)  0.078
H (2.18, -4.69, -3.83)  0.075
H (2.59, -3.05, -1.87)  0.104
H (1.44, -2.43, -3.05)  0.102
H (3.01, -1.07, -4.07)  0.118
H (4.39, -1.88, -3.32)  0.109
H (3.98, -1.17, -1.15)  0.138
H (2.52, -0.15, -1.59)  0.114
H (5.00, 1.52, -0.22)  0.093
H (3.32, 1.41, -0.46)  0.124
H (5.01, 3.74, -1.23)  0.120
H (3.29, 3.47, -1.12)  0.109
H (4.99, 3.27, -3.48)  0.120
H (3.30, 3.55, -3.49)  0.109
H (4.35, 1.14, -4.21)  0.138
H (2.76, 1.17, -3.42)  0.121
H (6.31, 1.22, -2.78)  0.148
H (5.80, -0.41, -3.24)  0.126
H (6.23, -1.24, -1.05)  0.115
H (6.57, 0.39, -0.43)  0.096
H (8.61, 0.57, -1.78)  0.085
H (8.15, -0.94, -2.68)  0.085
H (8.60, -0.99, -0.98)  0.084
C (5.01, 2.96, 2.40)  -0.070
C (5.07, 1.44, 2.72)  -0.243
C (3.73, 0.94, 3.24)  -0.177
C (3.62, 1.13, 4.77)  -0.097
N (2.19, 1.17, 5.24)  -0.211
C (1.57, 2.48, 4.75)  -0.057
C (1.44, 3.38, 6.02)  -0.115
C (2.29, 2.72, 7.10)  -0.147
C (2.20, 1.24, 6.77)  -0.092
C (1.34, 0.06, 4.73)  -0.128
C (1.79, -1.36, 5.12)  -0.202
C (0.97, -2.46, 4.46)  -0.083
H (4.37, 3.12, 1.54)  0.060
H (6.02, 3.32, 2.21)  0.080
H (4.64, 3.45, 3.30)  0.070
H (5.90, 1.19, 3.39)  0.116
H (5.33, 0.82, 1.85)  0.086
H (3.63, -0.14, 3.11)  0.114
H (2.93, 1.39, 2.65)  0.102
H (4.05, 2.06, 5.15)  0.132
H (4.10, 0.32, 5.31)  0.132
H (0.60, 2.22, 4.34)  0.122
H (2.19, 3.03, 4.05)  0.125
H (0.40, 3.35, 6.33)  0.122
H (1.73, 4.40, 5.80)  0.120
H (1.85, 2.83, 8.09)  0.126
H (3.34, 3.03, 7.14)  0.117
H (1.22, 0.91, 7.10)  0.139
H (2.91, 0.54, 7.19)  0.139
H (1.25, 0.24, 3.66)  0.080
H (0.35, 0.17, 5.16)  0.145
H (1.71, -1.52, 6.20)  0.114
H (2.85, -1.50, 4.90)  0.106
H (0.97, -2.35, 3.37)  0.054
H (-0.09, -2.33, 4.68)  0.066
H (1.29, -3.48, 4.65)  0.084
C (0.48, 4.80, -2.84)  -0.088
C (0.21, 3.29, -2.98)  -0.246
C (-1.12, 2.94, -3.66)  -0.158
C (-1.23, 1.43, -3.93)  -0.114
N (-2.64, 0.96, -4.23)  -0.192
C (-3.46, 0.75, -2.91)  -0.052
C (-4.46, -0.36, -3.21)  -0.146
C (-4.05, -1.00, -4.51)  -0.127
C (-2.61, -0.48, -4.70)  -0.111
C (-3.38, 1.84, -5.22)  -0.109
C (-2.74, 1.84, -6.59)  -0.231
C (-3.23, 2.94, -7.54)  -0.071
H (1.09, 5.08, -1.98)  0.068
H (-0.52, 5.21, -2.67)  0.079
H (0.86, 5.33, -3.71)  0.077
H (0.28, 2.87, -1.98)  0.096
H (1.02, 2.89, -3.60)  0.086
H (-1.20, 3.45, -4.62)  0.121
H (-1.96, 3.21, -3.01)  0.124
H (-0.91, 0.82, -3.09)  0.099
H (-0.64, 1.15, -4.81)  0.127
H (-3.82, 1.74, -2.66)  0.134
H (-2.80, 0.36, -2.15)  0.101
H (-5.48, 0.03, -3.25)  0.125
H (-4.45, -1.02, -2.34)  0.107
H (-4.62, -0.58, -5.34)  0.115
H (-3.99, -2.08, -4.50)  0.128
H (-2.44, -0.57, -5.77)  0.120
H (-1.84, -1.00, -4.13)  0.138
H (-3.43, 2.84, -4.78)  0.133
H (-4.42, 1.52, -5.24)  0.142
H (-2.95, 0.84, -6.98)  0.104
H (-1.65, 1.83, -6.57)  0.110
H (-3.05, 3.94, -7.13)  0.080
H (-4.31, 2.95, -7.63)  0.085
H (-2.72, 2.88, -8.50)  0.082
C (0.21, -4.03, 0.06)  -0.088
C (-1.11, -4.63, 0.53)  -0.236
C (-2.22, -3.62, 0.84)  -0.199
C (-3.46, -4.33, 1.37)  -0.105
N (-4.57, -3.39, 1.77)  -0.213
C (-5.69, -4.14, 2.46)  -0.084
C (-6.84, -3.14, 2.39)  -0.145
C (-6.71, -2.48, 1.03)  -0.115
C (-5.27, -2.82, 0.55)  -0.080
C (-4.14, -2.20, 2.65)  -0.096
C (-3.35, -2.57, 3.88)  -0.205
C (-2.93, -1.30, 4.61)  -0.086
H (0.77, -3.58, 0.88)  0.071
H (0.07, -3.19, -0.62)  0.056
H (0.85, -4.76, -0.45)  0.073
H (-1.02, -5.30, 1.40)  0.114
H (-1.54, -5.26, -0.25)  0.112
H (-2.44, -3.03, -0.06)  0.110
H (-1.82, -2.90, 1.56)  0.084
H (-3.13, -4.86, 2.26)  0.137
H (-3.91, -4.93, 0.58)  0.135
H (-5.43, -4.42, 3.48)  0.131
H (-5.84, -5.05, 1.88)  0.141
H (-7.01, -2.41, 3.17)  0.125
H (-7.75, -3.76, 2.40)  0.124
H (-6.89, -1.41, 1.01)  0.092
H (-7.40, -2.89, 0.28)  0.121
H (-4.67, -2.04, 0.08)  0.115
H (-5.27, -3.57, -0.25)  0.128
H (-5.02, -1.58, 2.82)  0.130
H (-3.59, -1.59, 1.93)  0.125
H (-2.45, -3.09, 3.54)  0.097
H (-3.88, -3.22, 4.58)  0.116
H (-2.35, -0.72, 3.88)  0.062
H (-2.38, -1.33, 5.55)  0.073
H (-3.75, -0.60, 4.78)  0.089
C (-4.30, 2.34, 0.88)  -0.689
F (-3.45, 1.39, 1.24)  0.109
F (-4.29, 3.28, 1.82)  0.143
F (-3.89, 2.90, -0.27)  0.102
S (-6.00, 1.61, 0.68)  0.474
O (-6.86, 2.76, 0.44)  -0.308
O (-5.94, 0.72, -0.47)  -0.355
O (-6.14, 0.94, 1.98)  -0.347
C (-0.75, 0.07, -0.33)  -0.648
F (-0.97, 1.32, -0.76)  0.116
F (-1.94, -0.52, -0.22)  0.118
F (-0.06, -0.58, -1.28)  0.093
S (0.19, 0.07, 1.31)  0.461
O (-0.50, -0.91, 2.12)  -0.318
O (1.54, -0.31, 0.93)  -0.338
O (0.09, 1.44, 1.78)  -0.310

Output
energy relative to the best compared isomer or geometry (same formula, charge and spin)	0.000	eV
LUMO energy	-3.71	eV
HOMO	-11.64	eV
electronic energy	-105467.109	eV
total charge	+2


Q: Among the records above, which one has the highest total charge?
A: C46H96F2N13O6S2


Q: electronic energy of number 1 (C46H96F2N13O6S2)?
A: -107951.977 eV


Q: Number 2 is which compound?
A: C46H96F6N4O6S2


Q: Which value of total charge does entry 1 give?
A: +6